Record 1
An isolated molecule of C6H9N3O. Source: the OMol25 dataset; level of theory: wB97M-V/def2-TZVPD.

Last column: Löwdin charge in e.
Positions of all 19 atoms, in Å:
1 H -3.66 -1.55 0.16  0.14
2 H -2.38 -1.97 -0.60  0.03
3 C 1.68 1.93 0.02  -0.06
4 H 2.12 -2.61 0.03  0.11
5 C -2.30 0.15 -0.04  -0.42
6 N -0.98 0.62 -0.17  0.15
7 C -2.50 -1.29 0.10  -0.01
8 H 3.54 -0.39 -0.01  0.16
9 H 2.74 2.12 0.25  0.08
10 H 1.32 2.56 -0.81  0.07
11 C 0.16 -0.06 -0.14  -0.36
12 N 1.41 0.51 -0.04  -0.10
13 H -0.97 1.67 -0.17  0.17
14 H 0.88 2.43 0.95  0.16
15 H -2.18 -1.54 1.03  0.06
16 C 2.37 -0.57 -0.09  -0.10
17 N 0.27 -1.41 -0.16  0.11
18 O -3.18 1.05 -0.18  0.02
19 C 1.65 -1.64 -0.13  -0.21

- Molar mass: 139.158 u
- SMILES: CC(=O)Nc1nccn1C
- Energy above the lowest of the compared OMol25 structures with the same formula, charge and spin: 209.34 kJ/mol
- Calculated total energy: -12883.7748 eV


Record 2
A structure of composition C6H9N3O. Source: the OMol25 dataset; level of theory: wB97M-V/def2-TZVPD.

Last column: Löwdin charge in e.
Positions of all 19 atoms, in Å:
1 O -2.87 -0.75 -1.28  0.02
2 H 2.14 -0.89 -0.19  0.09
3 H 0.49 -1.88 -0.10  0.09
4 C -0.87 1.28 -0.61  -0.14
5 N -1.06 0.08 0.14  -0.03
6 H -0.86 0.96 -1.73  0.15
7 C 1.05 -0.90 -0.26  -0.07
8 N -1.85 -2.21 0.05  0.14
9 H 0.47 -0.24 1.69  0.17
10 C 0.53 1.50 0.09  -0.07
11 N -3.23 -1.93 -1.66  0.02
12 H 0.89 -0.67 -1.30  0.07
13 H 0.39 2.40 0.68  0.10
14 H 1.32 1.69 -0.73  0.14
15 C -1.92 -0.99 -0.29  -0.31
16 C -2.63 -2.80 -0.86  -0.19
17 C 0.30 0.08 0.58  -0.38
18 H -1.54 1.97 -0.29  0.08
19 H -2.55 -3.84 -1.02  0.11

- Molar mass: 139.158 u
- Energy above the lowest of the compared OMol25 structures with the same formula, charge and spin: 355.70 kJ/mol
- Calculated total energy: -12882.2579 eV


Record 3
An isolated molecule of C6H9N3O. Source: the OMol25 dataset; level of theory: wB97M-V/def2-TZVPD.

Last column: Löwdin charge in e.
Positions of all 19 atoms, in Å:
1 N -3.08 0.69 0.28  0.03
2 H 2.60 1.19 1.80  0.06
3 C -0.13 -0.62 -1.30  -0.06
4 C 1.06 0.40 -0.75  0.02
5 H -2.02 1.35 -1.57  0.10
6 H 0.17 -1.61 -0.90  0.12
7 C 2.86 0.81 0.86  0.02
8 C -1.74 -1.01 0.49  -0.09
9 H -3.62 -0.61 1.81  0.13
10 O 1.90 -1.26 0.50  -0.05
11 N 1.87 -0.11 0.12  -0.34
12 H 3.38 1.61 0.18  0.13
13 N -1.33 -0.31 -0.60  -0.11
14 H 3.69 0.19 1.19  0.08
15 H -0.24 -0.64 -2.32  0.09
16 H -1.25 -1.86 0.84  0.10
17 C -2.83 -0.39 1.02  -0.18
18 H 0.94 1.41 -0.91  0.09
19 C -2.21 0.76 -0.73  -0.13

- Molar mass: 139.158 u
- SMILES: C/[N+]([O-])=C/Cn1ccnc1
- Energy above the lowest of the compared OMol25 structures with the same formula, charge and spin: 398.58 kJ/mol
- Calculated total energy: -12881.8134 eV


Record 4
A cluster of 2 separate species, C6H9N3O2 in total. Source: the OMol25 dataset; level of theory: wB97M-V/def2-TZVPD.

Last column: Löwdin charge in e.
Positions of all 20 atoms, in Å:
1 N -3.22 -1.27 -0.20  -0.06
2 H -2.96 -0.23 -2.05  0.12
3 H 1.78 -1.30 -1.70  0.14
4 H 4.22 0.35 1.50  0.09
5 C 1.79 -0.59 -0.85  -0.15
6 N -2.80 -1.21 1.06  0.02
7 H -3.86 -2.02 -0.46  0.15
8 H 2.46 0.16 1.80  0.09
9 N -1.10 1.56 -0.55  0.05
10 C -2.00 -0.16 1.08  -0.13
11 C -2.72 -0.30 -1.00  -0.07
12 H -0.94 2.19 0.25  0.09
13 C -1.90 0.47 -0.19  -0.35
14 C 3.12 -0.54 -0.10  -0.39
15 H 3.02 1.42 0.72  0.09
16 O 4.02 -1.27 -0.49  0.09
17 C 3.22 0.41 1.06  -0.01
18 O 0.85 0.09 -0.54  0.06
19 H -1.49 2.09 -1.32  0.09
20 H -1.49 0.14 2.00  0.10

- Molar mass: 155.157 u
- SMILES: Nc1cn[nH]c1.CC(=O)C=O
- Energy above the lowest of the compared OMol25 structures with the same formula, charge and spin: 265.26 kJ/mol
- Calculated total energy: -14931.4410 eV


So what do the calculations give for gap between HOMO and LUMO? Going down the list: 8.98, 9.57, 9.41, 7.59 eV.